Record 1
DFT (ωB97M-V/def2-TZVPD) results for a molecular structure, C7H20NO2PTb in a non-equilibrium geometry.

Summary:
<S²> = 12.736
HOMO-LUMO gap (alpha / beta) = 7.57 / 8.00 eV
calculated total energy = -1649.3993 hartree

ORCA input file:
```
! RIJCOSX wB97M-V def2-TZVPD def2/J DEFGRID3
* xyz 1 7
Tb -0.90469 -1.28068 -0.39283
P 1.85137 -0.54034 -1.37608
O 1.64923 -1.22964 1.91803
O -2.04022 -0.01961 0.96847
N -3.53498 0.38124 2.71444
C 2.81255 0.94145 -1.87535
C -3.99873 1.27409 3.80714
C 1.66599 -1.45109 -2.96319
C 0.82271 -1.22372 1.12751
C 3.28710 -1.49070 -0.70058
C -4.22766 -0.92915 2.60381
C -2.59832 0.75245 1.82034
H 3.62429 0.66143 -2.57100
H -3.51852 -1.75326 2.83842
H -4.28062 2.25376 3.44525
H 3.73275 -0.95484 0.15133
H 3.24355 1.44282 -0.99816
H -2.28974 1.79427 1.91883
H -5.05837 -0.89711 3.34090
H 2.13930 1.64441 -2.37588
H 0.69071 3.10351 1.40543
H 2.66619 -1.53945 -3.42046
H -3.24750 1.41427 4.60629
H 0.96752 -0.85078 -3.57112
H -0.48335 0.28734 -1.40225
H 1.22071 -2.43388 -2.71528
H -4.87565 0.83817 4.28610
H -4.62218 -1.03929 1.57567
H 4.03975 -1.63929 -1.49384
H 0.00829 -2.90070 -0.14967
H 1.38133 2.81998 1.31565
H 2.92689 -2.46108 -0.33525
*
```

Löwdin population analysis, charges in e, atoms 1 to 2: atom 1 (Tb): 1.09, atom 2 (P): 0.69

---

Record 2
DFT (ωB97M-V/def2-TZVPD) results for 6 unconnected molecules or ions with the total composition C7H20O5 in a non-equilibrium geometry.

Summary:
HOMO-LUMO gap = 8.34 eV
SMILES = C=CC(C=C)=CC.O.O.O.O.O
calculated total energy = -654.7516 hartree
ΔE to the lowest compared entry with this formula, charge and spin = 3.3371 eV

ORCA input file:
```
! RIJCOSX wB97M-V def2-TZVPD def2/J DEFGRID3
* xyz 0 1
O 0.63218 -1.55308 3.48077
O -0.21616 -1.48966 -3.39851
O -2.63185 -2.82169 -0.69721
O 0.18760 -3.31608 0.37626
O -3.04953 0.38244 1.56962
C 0.60950 1.66659 -0.46928
C 0.77742 1.81704 0.86109
C -0.43362 2.26197 -1.32159
C -1.61377 2.43946 -0.71632
C 1.63602 0.83859 -1.01510
C 2.32984 0.96105 -2.15993
C 1.70043 1.29600 1.74309
H 2.23752 2.01451 2.30408
H 2.56398 0.84056 1.24848
H 0.81548 -1.41322 -3.14234
H -2.30022 -0.13794 1.90661
H 2.14863 0.06459 -0.42042
H -2.57395 -3.04876 0.23832
H -0.31905 -1.09392 -4.25104
H -0.84889 -3.40681 0.31275
H 1.99084 1.76143 -2.85582
H 1.35754 -1.24560 4.12052
H 1.02338 -2.13748 2.80082
H 0.17251 2.65313 1.34749
H -3.80854 0.38304 2.08580
H -2.39077 2.79994 -1.23590
H 3.21628 0.45071 -2.42338
H 1.22060 0.45323 2.36725
H 0.25657 -4.25243 0.37233
H -0.30872 2.67812 -2.36192
H -1.94987 2.11765 0.29806
H -2.43137 -1.96336 -0.96455
*
```

natural (NBO) population analysis, charges in e, atoms 1 to 2: atom 1 (O): -0.96, atom 2 (O): -0.95

---

Record 3
DFT (ωB97M-V/def2-TZVPD) results for 5 unconnected molecules or ions with the total composition C7H20O5 in a non-equilibrium geometry.

Summary:
<S²> = 0.758
HOMO-LUMO gap (alpha / beta) = 9.87 / 6.48 eV
calculated total energy = -654.5122 hartree
ΔE to the lowest compared entry with this formula, charge and spin = 1.2063 eV

ORCA input file:
```
! RIJCOSX wB97M-V def2-TZVPD def2/J DEFGRID3
* xyz 1 2
O -0.74377 -2.79132 -1.64384
O -2.66332 0.04650 2.13587
O 0.53905 -3.06604 1.97668
O 0.16430 -0.81037 3.12884
O 3.52659 2.19492 -0.87650
C 0.42410 0.58743 -2.50636
C 0.09552 2.05575 -2.17909
C -0.15818 -0.11163 -0.02952
C -1.22826 0.64202 0.34312
C 0.54521 -0.32787 -1.31238
C -0.81329 1.34182 2.73774
C -1.54238 0.73201 1.76547
H -0.40460 0.15122 -3.07159
H 0.93815 2.52372 -1.71012
H -0.40602 -3.07770 1.79926
H -1.30187 -3.45734 -2.06844
H 1.00531 -1.01702 2.72331
H -0.21866 2.57080 -3.11187
H -1.12722 1.44550 3.77008
H 3.64729 1.58001 -1.60855
H 2.82713 2.79200 -1.15350
H 0.47561 -1.30690 -1.82639
H -0.23171 -1.47542 3.70860
H -1.39815 -2.19482 -1.25796
H 0.09827 1.85075 2.47863
H 1.59885 -0.41482 -0.92829
H 0.94991 -3.61302 1.29488
H 0.44352 -0.61809 0.73455
H 1.26750 0.58816 -3.20183
H -2.12229 0.81835 -0.30697
H -0.70615 2.10682 -1.46786
H -3.48043 0.25460 1.66404
*
```

natural (NBO) population analysis, charges in e, atoms 1 to 2: atom 1 (O): -0.94, atom 2 (O): -0.65

---

Record 4
DFT (ωB97M-V/def2-TZVPD) results for a molecular structure, C7H21ClCoN7O18 in a non-equilibrium geometry.

Summary:
<S²> = 3.768
HOMO-LUMO gap (alpha / beta) = 5.68 / 3.33 eV
calculated total energy = -3858.3815 hartree
ΔE to the lowest compared entry with this formula, charge and spin = 3.5476 eV

ORCA input file:
```
! RIJCOSX wB97M-V def2-TZVPD def2/J DEFGRID3
* xyz 1 4
Co 2.88176 -2.52050 -3.53731
Cl 0.22181 -1.45462 -0.08614
O -0.17771 -2.15300 1.13338
O -4.82707 -1.37784 -4.39576
O -0.15421 -2.26668 -1.21131
O -3.62945 -2.20781 8.20564
O -5.84988 -0.56396 -2.69298
O 1.64252 -1.32320 -0.14011
O 6.73027 0.13976 -1.69740
O -0.45034 -4.31816 -7.74236
O -1.79155 4.17145 3.47984
O -0.39583 -0.11317 -0.14015
O 5.98883 2.03379 -0.96356
O -1.62676 -2.92784 8.22618
O -0.40963 3.03779 4.67680
O -1.35529 5.19109 -2.53515
O 7.35697 0.36896 4.80987
O 0.34870 -2.67987 -6.67088
O 6.61539 -0.80085 3.07848
O -2.83073 5.67798 -4.13869
N -0.27371 -3.08592 -7.66872
N 6.94045 1.28210 -1.26533
N -1.50661 3.22680 4.18829
N -2.75643 -2.87773 7.68782
N 6.43236 0.00649 4.01013
N -5.29957 -1.50063 -3.26047
N -2.48949 5.27625 -3.03249
C 5.05998 0.51112 4.32983
C -5.28044 -2.85651 -2.62374
C 8.33636 1.78744 -1.31550
C -3.01540 -3.66325 6.43625
C -0.70557 -2.14195 -8.74057
C -2.55666 2.22569 4.44935
C -3.63508 4.93451 -2.12905
H -4.59815 -2.89538 -1.77458
H 8.96367 1.08088 -0.77203
H -0.07787 -2.33516 -9.61049
H -6.27449 -3.11244 -2.25704
H 8.39505 2.64247 -0.64202
H -2.20077 -4.37091 6.28231
H -0.52164 -1.13074 -8.37762
H -3.45649 3.90866 -1.80680
H -4.56449 4.85615 -2.69312
H 8.49315 1.90510 -2.38773
H 4.88924 0.26278 5.37734
H -2.67207 1.62695 3.54587
H 4.39329 -0.16987 3.80080
H -1.76625 -2.24386 -8.97011
H -5.01216 -3.54144 -3.42809
H -2.41467 1.58039 5.31626
H -2.94562 -3.04628 5.54038
H -4.02176 -4.07982 6.47897
H 4.89687 1.58604 4.25201
H -3.44660 2.80522 4.69483
H -3.59642 5.63329 -1.29340
*
```

natural (NBO) population analysis, charges in e, atoms 1 to 2: atom 1 (Co): 1.00, atom 2 (Cl): 2.44

---

Record 5
DFT (ωB97M-V/def2-TZVPD) results for 4 unconnected molecules or ions with the total composition C7H21INO6PS3 in a non-equilibrium geometry.

Summary:
HOMO-LUMO gap = 8.63 eV
calculated total energy = -2619.0523 hartree

ORCA input file:
```
! RIJCOSX wB97M-V def2-TZVPD def2/J DEFGRID3
* xyz 0 1
I -1.43657 -1.73389 1.41729
S -3.09812 -1.59763 -2.44588
S 0.51927 4.44206 -3.12632
S 3.70114 -1.78307 3.58831
P -1.66121 0.72131 1.77780
O 0.86502 2.98792 1.27948
O -2.36342 -2.75130 -1.84476
O 0.33671 4.07087 -4.56211
O -3.29439 1.02266 1.40450
O 3.29365 -0.69585 4.53076
O -0.60345 1.39041 0.59686
N 1.46479 0.72023 1.84446
C -3.42848 -2.00730 -4.17285
C -0.18187 3.11160 -2.12935
C 0.60968 1.77606 1.27111
C 2.23930 4.10436 -2.69386
C -4.81549 -1.70568 -1.90017
C 4.54259 -3.05275 4.55690
C 2.23139 -2.76615 3.23109
H -5.40958 -0.94990 -2.41681
H 2.35467 0.73263 1.32466
H 5.48435 -2.64174 4.92169
H -3.69744 1.66524 2.02524
H 2.87597 4.80220 -3.23857
H -1.26272 3.10423 -2.27300
H 3.92150 -3.34562 5.40508
H 2.37945 4.24829 -1.62093
H -4.06967 -1.24122 -4.61214
H 0.04166 3.28963 -1.07638
H -2.47942 -2.03533 -4.70882
H 1.75468 -3.07774 4.16220
H 0.23238 2.15213 -2.44470
H 2.51155 -3.64098 2.64171
H -3.91102 -2.98409 -4.23744
H 2.49912 3.08173 -2.97342
H -5.21010 -2.70168 -2.10890
H 1.54125 -2.14877 2.65914
H 1.62520 0.87449 2.85076
H 4.74638 -3.91760 3.92345
H -4.84877 -1.51978 -0.82608
*
```

natural (NBO) population analysis, charges in e, atoms 1 to 2: atom 1 (I): -0.13, atom 2 (S): 1.25

---

Record 6
DFT (ωB97M-V/def2-TZVPD) results for a molecular structure, C7H21N3P in a non-equilibrium geometry.

Summary:
HOMO-LUMO gap = 8.83 eV
calculated total energy = -784.5627 hartree
ΔE to the lowest compared entry with this formula, charge and spin = 0.3873 eV

ORCA input file:
```
! RIJCOSX wB97M-V def2-TZVPD def2/J DEFGRID3
* xyz 1 1
P -0.00337 -0.04486 0.33596
N 0.63468 -1.38869 -0.45646
N 0.86312 1.20902 -0.33502
N -1.59906 0.19493 -0.24732
C 1.97743 -1.25217 -1.12040
C 0.31972 -0.02738 2.73674
C -2.25348 -0.47814 -1.29455
C 0.48819 -2.68267 0.05239
C 1.98636 1.83417 0.32640
C -2.55002 0.76273 0.77845
C 0.08508 1.95170 -1.45163
H -0.61635 -0.61282 2.96743
H -0.45314 1.15031 -1.87495
H 1.20306 -0.57652 3.02341
H -0.48330 2.78879 -1.28747
H -0.46551 -2.84146 0.72041
H -1.71801 -1.00511 -2.03007
H 2.58010 -0.68071 -0.50777
H 2.05449 -0.73941 -2.01457
H -3.01164 0.23345 -1.74578
H 0.26878 -3.41404 -0.65957
H 0.84001 2.40716 -2.15707
H 2.78202 1.06100 0.32954
H 1.71913 2.34206 1.23049
H 2.20017 -2.24623 -1.44129
H -3.18912 1.62945 0.48446
H -1.83590 1.19231 1.57354
H 1.33285 -3.02226 0.63666
H -2.99773 0.03813 1.40059
H 0.26662 0.90594 3.20181
H -2.84081 -1.30517 -0.89860
H 2.41564 2.61650 -0.27576
*
```

natural (NBO) population analysis, charges in e, atoms 1 to 2: atom 1 (P): 1.96, atom 2 (N): -0.78